[1]
ORCA calculation (ωB97M-V/def2-TZVPD) on a structure of composition C55H54N2P3S3SnTe.

Structure (XYZ):
```
119
Properties=species:S:1:pos:R:3:forces:R:3
Sn -0.465 0.746 1.105 -0.020 0.174 -0.438
C 0.862 -0.112 -7.846 -0.001 -0.071 0.009
S 0.793 1.606 -7.317 -0.043 0.127 0.044
C -0.498 1.497 -6.057 -0.035 -0.091 -0.007
C 0.026 0.999 -4.715 0.016 0.027 -0.128
C -1.058 1.024 -3.649 -0.095 0.018 0.068
N -0.549 0.800 -2.270 0.024 0.004 -0.043
P -0.306 -0.734 -1.586 0.106 0.085 0.207
C 1.103 -1.503 -2.420 0.033 0.080 -0.008
C 2.130 -0.712 -2.932 0.080 0.003 0.053
C 3.282 -1.298 -3.434 -0.004 0.021 -0.006
C 3.425 -2.678 -3.418 0.008 -0.008 -0.012
C 2.407 -3.471 -2.911 0.040 -0.059 -0.072
C 1.252 -2.888 -2.416 0.001 0.050 -0.051
C -1.759 -1.684 -2.069 -0.046 -0.060 -0.029
C -1.869 -2.324 -3.305 0.033 -0.016 0.005
C -3.045 -2.969 -3.653 -0.047 -0.001 0.010
C -4.122 -2.974 -2.775 0.005 0.017 -0.006
C -4.027 -2.331 -1.548 -0.061 -0.020 -0.001
C -2.851 -1.689 -1.198 0.057 0.005 0.085
P -0.231 2.117 -1.275 -0.179 -0.079 0.276
C 0.803 3.246 -2.215 0.015 0.005 0.037
C 0.235 4.242 -3.008 -0.107 0.010 0.005
C 1.032 4.972 -3.876 0.005 0.015 -0.026
C 2.392 4.712 -3.957 0.033 0.005 -0.004
C 2.966 3.727 -3.161 0.011 0.026 -0.034
C 2.174 2.998 -2.293 0.048 -0.038 0.017
C -1.803 2.948 -0.965 0.035 -0.070 -0.167
C -1.816 4.211 -0.378 0.039 0.104 0.100
C -3.018 4.786 -0.004 -0.038 0.020 -0.008
C -4.212 4.107 -0.212 -0.019 0.024 0.024
C -4.203 2.845 -0.786 -0.012 -0.020 -0.026
C -3.001 2.261 -1.158 -0.060 -0.067 -0.028
H 1.629 -0.175 -8.615 0.009 0.016 -0.015
H -0.087 -0.422 -8.279 -0.012 -0.005 0.001
H 1.142 -0.780 -7.032 0.002 -0.013 0.017
H -1.304 0.861 -6.430 0.003 -0.011 -0.010
H -0.922 2.498 -5.948 0.073 0.050 -0.026
H 0.858 1.638 -4.410 -0.035 0.025 -0.014
H 0.431 -0.010 -4.825 -0.063 0.027 -0.008
H -1.831 0.275 -3.845 0.037 0.050 -0.034
H -1.567 1.994 -3.645 0.050 -0.039 -0.047
H 2.018 0.362 -2.980 0.020 0.016 0.065
H 4.061 -0.676 -3.854 0.017 0.010 -0.008
H 4.320 -3.134 -3.818 0.020 -0.010 -0.008
H 2.500 -4.549 -2.924 -0.004 0.009 -0.002
H 0.455 -3.522 -2.063 -0.159 -0.096 0.054
H -1.041 -2.309 -4.003 0.056 -0.026 0.011
H -3.126 -3.460 -4.612 -0.002 -0.008 -0.019
H -5.041 -3.470 -3.053 -0.012 -0.027 -0.003
H -4.869 -2.329 -0.869 -0.020 -0.001 -0.001
H -2.786 -1.180 -0.239 0.009 -0.013 -0.035
H -0.829 4.443 -2.964 0.015 -0.004 0.016
H 0.588 5.739 -4.495 -0.009 0.017 -0.013
H 3.008 5.278 -4.641 0.013 0.008 -0.012
H 4.027 3.530 -3.224 0.029 0.000 -0.005
H 2.625 2.224 -1.683 -0.009 -0.036 -0.009
H -0.894 4.758 -0.217 0.028 -0.004 -0.018
H -3.025 5.772 0.437 -0.009 0.060 0.025
H -5.150 4.568 0.064 -0.015 0.004 0.013
H -5.133 2.321 -0.960 -0.014 -0.007 -0.002
H -3.002 1.280 -1.620 0.006 0.013 0.015
S 1.507 -1.485 1.765 0.000 0.103 0.109
C 1.061 -1.177 3.450 -0.096 0.050 -0.104
N -0.017 -0.515 3.731 0.188 -0.117 0.001
C -0.163 -0.418 5.104 -0.009 -0.034 -0.010
C -1.228 0.203 5.766 -0.019 0.005 -0.013
C -1.221 0.211 7.140 -0.009 0.009 0.026
C -0.176 -0.383 7.867 0.023 -0.001 0.018
C 0.876 -1.006 7.234 0.000 -0.001 0.003
C 0.868 -1.024 5.839 0.035 -0.027 0.086
S 2.016 -1.747 4.759 -0.111 0.049 0.019
H -2.038 0.649 5.203 0.011 0.002 -0.015
H -2.031 0.681 7.680 -0.028 0.018 0.000
H -0.202 -0.349 8.947 0.007 -0.012 0.022
H 1.674 -1.464 7.801 0.019 -0.013 0.004
Te -0.235 -3.141 1.347 -0.078 -0.081 -0.189
C -0.440 -3.916 3.252 0.035 -0.038 0.010
C -1.517 -3.433 3.992 -0.011 0.023 0.128
C -1.725 -3.942 5.265 -0.005 0.018 -0.022
C -0.872 -4.915 5.768 -0.027 0.015 0.034
C 0.190 -5.396 5.011 0.045 -0.024 -0.003
C 0.416 -4.899 3.739 0.018 -0.050 -0.025
C 0.969 -4.602 0.473 0.049 -0.120 0.033
C 0.283 -5.590 -0.227 0.016 -0.029 -0.059
C 1.013 -6.607 -0.826 -0.094 0.008 0.012
C 2.397 -6.619 -0.727 0.055 -0.050 0.003
C 3.065 -5.625 -0.026 -0.020 0.085 0.091
C 2.353 -4.603 0.589 -0.002 -0.081 -0.033
H -2.183 -2.677 3.596 -0.006 0.000 -0.021
H -2.560 -3.590 5.855 -0.011 0.014 0.014
H -1.043 -5.315 6.758 -0.012 -0.016 0.026
H 0.835 -6.166 5.410 0.008 -0.004 -0.011
H 1.229 -5.287 3.137 0.010 0.020 0.001
H -0.797 -5.581 -0.321 -0.019 0.015 0.015
H 0.500 -7.389 -1.367 -0.018 0.005 -0.007
H 2.960 -7.413 -1.198 0.007 -0.015 -0.006
H 4.144 -5.646 0.047 0.012 0.014 0.013
H 2.876 -3.832 1.137 0.033 0.025 0.009
C 2.252 1.855 3.671 -0.027 0.119 0.094
P 1.378 2.392 2.175 0.085 -0.216 0.006
C 2.660 3.051 1.088 0.090 0.067 0.033
C 0.281 3.736 2.646 0.109 0.070 -0.095
C -0.891 3.412 3.329 -0.055 -0.101 0.045
C -1.775 4.407 3.708 -0.046 0.020 0.016
C -1.494 5.731 3.404 -0.010 0.033 0.000
C -0.331 6.062 2.722 -0.010 0.002 -0.002
C 0.558 5.069 2.340 0.007 -0.035 -0.028
H 2.845 2.687 4.056 -0.015 0.008 -0.016
H 2.918 1.018 3.459 0.002 0.000 -0.045
H 1.529 1.561 4.433 0.041 0.013 -0.016
H 3.308 3.734 1.640 -0.010 0.014 0.018
H 2.222 3.576 0.242 -0.026 0.001 0.020
H 3.269 2.230 0.711 -0.002 -0.013 0.023
H -1.108 2.380 3.595 0.026 0.004 -0.002
H -2.678 4.154 4.245 -0.026 -0.003 0.014
H -2.180 6.511 3.706 -0.012 0.013 0.006
H -0.110 7.096 2.496 0.007 0.019 -0.003
H 1.461 5.343 1.812 0.028 -0.005 -0.003
```
Positions in Å, forces in eV/Å.

Results
Energy relative to the best compared isomer or geometry (same formula, charge and spin)   0.0 kcal/mol
Net charge   +3
E_HOMO   -13.55 eV

Mulliken atomic charge list, values in e, 2 entries: Sn 0.483; C -0.809

[2]
ORCA calculation (ωB97M-V/def2-TZVPD) on a structure of composition C55H55As3CdI2N4.

Structure (XYZ):
```
120
Properties=species:S:1:pos:R:3:forces:R:3
Cd -1.224 0.559 -0.718 0.067 0.392 0.502
C 2.854 -5.674 -0.822 0.025 0.016 -0.046
C 2.335 -5.409 0.435 -0.026 0.024 0.049
C 1.304 -4.498 0.597 0.015 -0.035 -0.018
C 0.736 -3.832 -0.496 -0.038 0.043 0.016
C 1.325 -4.066 -1.747 -0.253 -0.171 0.015
C 2.349 -4.983 -1.913 -0.016 -0.053 0.016
C -0.329 -2.802 -0.363 0.080 -0.030 -0.005
C -1.139 -2.491 -1.424 -0.136 0.094 -0.028
C -1.532 -3.338 -2.556 0.136 0.007 0.001
C -2.465 -2.677 -3.258 0.024 -0.011 0.025
C -2.658 -1.378 -2.607 -0.086 0.047 -0.101
N -1.883 -1.316 -1.523 0.040 -0.112 -0.017
C -3.543 -0.374 -3.079 -0.244 -0.264 0.223
C -3.917 0.826 -2.353 0.094 0.070 -0.155
C -5.029 1.675 -2.782 0.024 0.022 0.062
C -4.996 2.778 -2.014 0.006 -0.013 0.038
C -3.874 2.638 -1.099 0.047 0.041 -0.029
C -3.429 3.504 -0.153 -0.007 -0.039 -0.049
C -4.176 4.690 0.289 -0.031 -0.028 0.017
C -3.480 5.855 0.614 0.030 0.019 -0.022
C -4.155 6.987 1.033 -0.007 0.009 0.001
C -5.538 6.966 1.161 -0.004 -0.017 0.005
C -6.238 5.802 0.878 0.012 0.012 0.009
C -5.562 4.669 0.451 -0.010 0.010 -0.019
C -2.187 3.130 0.549 -0.017 -0.096 -0.112
N -2.328 2.536 1.732 0.087 -0.062 0.056
C -1.166 1.855 1.957 -0.160 0.073 -0.272
C -1.231 0.733 2.850 0.068 -0.251 0.151
C -1.817 0.889 4.208 0.084 0.002 0.027
C -1.029 0.637 5.330 0.001 -0.009 0.004
C -1.559 0.766 6.605 -0.010 0.006 -0.004
C -2.882 1.143 6.772 0.008 -0.007 0.000
C -3.667 1.401 5.657 -0.007 0.004 0.002
C -3.141 1.282 4.380 -0.027 0.036 -0.018
C -0.891 -0.524 2.403 -0.041 0.181 0.054
C -0.955 -1.767 3.116 0.049 -0.137 -0.038
C -0.702 -2.752 2.214 -0.045 0.040 0.128
C -0.508 -2.105 0.935 0.072 0.048 -0.119
N -0.632 -0.803 1.058 0.003 -0.044 -0.119
C -0.229 2.101 0.927 0.192 0.096 0.258
C -0.889 2.936 0.002 -0.048 0.171 0.016
N -3.253 1.401 -1.364 0.041 -0.213 -0.102
C -4.590 -0.881 -4.043 0.039 0.032 -0.019
C -5.703 -1.527 -3.503 -0.002 0.014 0.005
C -6.705 -2.027 -4.318 -0.004 0.002 -0.009
C -6.609 -1.893 -5.697 -0.006 -0.006 0.002
C -5.507 -1.257 -6.245 0.005 0.010 -0.008
C -4.505 -0.752 -5.424 -0.003 -0.022 -0.005
H 3.663 -6.381 -0.945 0.011 -0.007 -0.002
H 2.744 -5.903 1.306 0.003 -0.010 0.011
H 0.964 -4.296 1.597 -0.037 -0.015 0.037
H 1.025 -3.473 -2.596 -0.149 -0.083 -0.016
H 2.778 -5.128 -2.896 0.003 -0.006 -0.018
H -1.211 -4.352 -2.719 0.107 -0.053 0.012
H -3.015 -3.029 -4.115 -0.017 -0.009 -0.006
H -5.712 1.446 -3.583 -0.006 0.002 -0.017
H -5.641 3.638 -2.075 -0.016 0.023 0.005
H -2.400 5.864 0.526 0.002 -0.003 0.003
H -3.603 7.887 1.269 0.005 0.009 0.003
H -6.066 7.847 1.501 -0.009 0.018 -0.002
H -7.312 5.769 1.007 -0.008 -0.001 0.002
H -6.104 3.749 0.280 0.002 -0.016 -0.023
H 0.007 0.353 5.202 0.025 -0.021 -0.014
H -0.933 0.574 7.467 0.003 -0.006 0.008
H -3.299 1.240 7.766 -0.004 0.006 0.008
H -4.700 1.702 5.779 -0.012 0.000 0.007
H -3.743 1.506 3.511 0.004 -0.013 0.001
H -1.188 -1.885 4.162 -0.013 0.019 0.018
H -0.760 -3.811 2.397 0.017 -0.029 -0.010
H 0.807 1.794 0.922 -0.045 -0.057 -0.055
H -0.470 3.436 -0.861 -0.015 -0.036 -0.012
H -5.778 -1.633 -2.427 0.002 -0.001 0.012
H -7.560 -2.524 -3.878 -0.009 -0.005 0.004
H -7.388 -2.283 -6.338 -0.007 -0.003 -0.006
H -5.422 -1.147 -7.318 0.000 -0.001 -0.010
H -3.654 -0.257 -5.868 0.005 -0.001 -0.006
C 2.420 -0.344 3.707 -0.011 0.034 0.014
As 2.830 -0.966 1.893 -0.078 -0.013 -0.075
C 3.848 -2.538 2.484 0.025 0.007 -0.024
C 4.263 0.371 1.616 -0.035 -0.026 0.003
C 4.892 0.449 0.224 0.025 0.035 -0.051
C 6.036 1.473 0.261 0.025 0.046 0.062
C 3.918 1.006 -0.844 0.029 -0.011 -0.029
As 2.172 0.247 -1.438 0.033 -0.104 0.026
C 2.771 -1.394 -2.326 0.093 0.119 0.051
C 2.183 1.315 -3.075 0.023 0.057 -0.043
C 5.432 -0.914 -0.234 -0.052 0.025 -0.032
As 6.931 -1.923 0.609 0.031 0.004 -0.025
C 7.396 -1.070 2.320 0.020 0.007 0.003
C 8.400 -1.099 -0.404 0.002 0.010 0.008
H 3.340 -0.197 4.276 -0.006 0.004 -0.003
H 1.806 -1.094 4.204 -0.044 -0.012 0.015
H 1.864 0.593 3.667 0.012 -0.009 -0.019
H 4.641 -2.276 3.183 0.037 0.027 0.036
H 4.268 -3.084 1.640 0.011 0.010 -0.011
H 3.140 -3.195 2.991 0.005 -0.010 -0.007
H 5.033 0.203 2.372 0.010 0.007 -0.001
H 3.798 1.335 1.850 -0.007 -0.013 0.011
H 5.651 2.462 0.517 0.003 0.015 0.008
H 6.524 1.544 -0.714 -0.003 0.010 -0.017
H 6.791 1.208 0.999 -0.048 0.035 -0.063
H 4.482 1.073 -1.780 -0.016 0.026 0.011
H 3.662 2.036 -0.573 0.003 -0.015 0.044
H 3.751 -1.236 -2.776 0.016 0.009 -0.029
H 2.051 -1.618 -3.115 0.021 0.035 0.019
H 2.810 -2.239 -1.642 0.085 0.181 -0.008
H 3.153 1.252 -3.570 -0.010 0.012 -0.010
H 1.955 2.359 -2.862 0.001 0.014 0.004
H 1.419 0.936 -3.749 -0.042 -0.011 -0.029
H 5.793 -0.811 -1.263 -0.038 -0.033 -0.028
H 4.609 -1.628 -0.277 -0.060 -0.052 0.011
H 6.673 -1.304 3.097 -0.050 -0.025 0.015
H 7.529 0.008 2.261 0.014 -0.059 0.034
H 8.348 -1.520 2.605 -0.007 0.003 0.014
H 8.295 -1.347 -1.460 -0.004 -0.007 -0.005
H 9.346 -1.507 -0.050 -0.005 -0.008 0.003
H 8.413 -0.016 -0.290 0.010 0.004 -0.002
I -1.654 1.117 -4.383 0.255 0.322 -0.356
I -0.059 3.005 -5.678 -0.137 -0.251 0.174
```
Positions in Å, forces in eV/Å.

Results
Energy relative to the best compared isomer or geometry (same formula, charge and spin)   68.3 kcal/mol
E_HOMO   -7.04 eV

Mulliken atomic charge list, values in e, 2 entries: Cd 1.565; C -0.606